# 1
Molecular formula: C25H29Cl2F4MoN6O6Se
Method: DFT, the ωB97M-V functional and the def2-TZVPD basis

The geometry in XYZ format:
```
74
Properties=species:S:1:pos:R:3:forces:R:3:lowdin_charge:R:1
Mo 0.001 -0.631 -0.786 -0.6417 0.5622 0.3136 1.422
C 3.821 -0.905 -0.377 0.0448 0.0533 0.0131 -0.097
C 3.169 -0.859 -1.746 0.0430 0.1199 0.0556 -0.231
N 1.852 -1.564 -1.949 0.3903 -0.3238 -0.4106 -0.349
C 2.031 -2.973 -1.913 0.4579 0.4669 -0.5250 -0.129
C -1.548 -1.563 0.245 -0.0277 -0.3787 0.2643 -0.209
C 1.416 -1.250 -3.355 -0.1323 0.1285 -0.0737 -0.215
C 1.051 0.217 -3.503 0.0639 0.0246 0.0313 -0.225
N 0.491 0.691 -2.238 0.0312 0.1040 -0.1459 -0.180
C 0.331 2.079 -2.205 -0.0434 0.0195 0.0118 -0.183
C 1.019 2.850 -1.265 0.0084 -0.0027 -0.0026 -0.176
F 1.857 2.257 -0.403 -0.0129 0.0016 0.0024 0.091
C 0.887 4.224 -1.218 0.0071 0.0152 0.0548 -0.224
F 1.556 4.911 -0.273 -0.0130 -0.0235 -0.0318 0.085
C 0.086 4.905 -2.112 -0.0042 -0.0035 0.0241 0.056
C -0.587 4.161 -3.055 -0.0105 -0.0010 -0.0158 -0.208
F -1.385 4.774 -3.946 0.0018 -0.0003 0.0040 0.086
C -0.471 2.784 -3.102 -0.0240 0.0073 0.0038 -0.158
F -1.167 2.118 -4.039 -0.0004 -0.0040 -0.0053 0.087
H 4.864 -0.608 -0.506 0.0146 0.0021 0.0123 0.081
H 3.816 -1.898 0.075 -0.0028 0.0161 -0.0376 0.054
H 3.354 -0.213 0.319 0.0654 -0.0229 -0.0618 0.052
H 3.853 -1.284 -2.490 -0.0183 -0.0047 0.0007 0.121
H 3.011 0.182 -2.016 -0.0237 0.0364 -0.0261 0.097
H 2.903 -3.182 -1.270 -0.0411 0.0456 0.0818 0.026
H -0.447 -1.843 -1.794 -0.0252 -0.3675 -0.1430 -0.005
H 1.017 -3.795 0.812 0.2581 -0.2302 0.7570 -0.178
H 1.330 -5.932 -1.939 0.3771 0.6231 0.9335 -0.293
H -2.026 -2.098 1.062 -0.1257 0.0566 -0.0240 0.085
H 0.571 -1.895 -3.563 0.0054 -0.0248 0.0203 0.094
H 2.220 -1.514 -4.048 0.0278 -0.0115 0.0395 0.120
H 0.353 0.321 -4.339 -0.0063 -0.0291 0.0129 0.114
H 1.937 0.812 -3.762 -0.0010 0.0142 -0.0068 0.117
H -0.032 5.976 -2.054 -0.0080 0.0114 0.0048 0.134
O -1.235 0.086 2.330 0.1709 0.0311 0.1158 0.027
C -1.020 1.073 1.636 -0.4486 -0.0353 -0.1997 -0.604
O -0.656 1.112 0.411 0.2908 0.1605 0.0936 -0.158
C -1.320 2.439 2.250 0.1403 -0.0416 -0.0005 -0.070
C -1.457 3.577 1.468 -0.0099 -0.0131 -0.0088 0.085
C -1.743 4.783 2.088 -0.2683 -0.0605 0.0202 -0.108
C -1.877 4.910 3.455 -0.0144 -0.0202 0.0048 0.079
C -1.738 3.755 4.199 0.1443 0.0273 0.0629 -0.111
C -1.477 2.525 3.627 0.0440 -0.0041 0.0090 0.085
N -1.887 3.851 5.666 -0.5687 -0.0847 0.0266 -0.350
O -1.813 2.825 6.310 0.2033 0.0622 -0.0492 0.086
O -2.150 4.942 6.136 0.2133 -0.0106 -0.0480 0.072
N -1.923 5.993 1.265 0.9781 0.0921 -0.0643 -0.340
O -1.973 7.063 1.839 -0.3441 -0.0052 0.0495 0.080
O -1.893 5.859 0.059 -0.3386 -0.0418 -0.0442 0.079
H -1.345 3.515 0.395 0.0101 0.0038 -0.0188 0.123
H -2.087 5.861 3.918 -0.0020 0.0062 0.0034 0.129
H -1.387 1.630 4.226 -0.0065 -0.0027 0.0097 0.134
Cl 0.777 -3.966 -0.523 -0.6578 -0.6944 -0.3499 0.864
C 1.549 -5.630 -0.802 0.0540 -0.0584 1.1578 -0.352
Cl 0.854 -6.472 -3.412 -0.4800 -0.6258 -1.5065 -0.275
H 0.983 -6.282 -0.128 -0.0580 0.1703 -0.1046 0.041
H 2.564 -5.539 -0.409 -0.0377 0.1883 -0.2727 0.041
Se 1.945 -3.346 2.626 0.1183 -0.1123 0.0987 0.625
C 1.588 -1.889 1.652 -0.3494 0.1005 0.1209 -0.856
N 1.224 -1.112 0.876 0.1808 -0.1487 -0.0028 -0.048
C -3.266 0.631 -2.104 0.0016 0.0335 0.0035 -0.041
C -3.421 -0.449 -1.045 -0.0226 -0.0653 0.0411 -0.612
C -4.167 -1.661 -1.597 0.0043 -0.0140 -0.0237 -0.035
C -4.123 0.107 0.193 0.0079 -0.0129 -0.0123 -0.026
N -2.074 -0.876 -0.663 0.4248 0.3028 -0.2494 -0.169
H -4.243 0.961 -2.462 0.0000 -0.0022 0.0061 0.089
H -2.687 0.256 -2.948 -0.0143 -0.0141 -0.0070 0.079
H -2.735 1.488 -1.686 0.0122 0.0069 -0.0052 0.076
H -5.178 -1.380 -1.897 0.0014 0.0088 -0.0037 0.083
H -4.234 -2.445 -0.841 -0.0032 0.0012 -0.0045 0.082
H -3.644 -2.064 -2.466 0.0017 -0.0090 0.0066 0.088
H -5.130 0.440 -0.065 -0.0051 -0.0143 -0.0072 0.087
H -3.566 0.955 0.590 -0.0157 -0.0011 0.0138 0.076
H -4.197 -0.653 0.973 0.0081 0.0163 0.0076 0.086
```
Positions in Å, forces in eV/Å.

ΔE to the lowest compared entry with this formula, charge and spin = 7.065 eV
HOMO energy (alpha / beta) = -0.1818 / -0.1819 hartree
F_max = 1.70 eV Å⁻¹
Gap between HOMO and LUMO (alpha / beta) = 5.887 / 5.889 eV
Total energy = -150727.77538 eV
Total charge = -1

# 2
Molecular formula: C49H41F6N3O7PS2TeY
Method: DFT, the ωB97M-V functional and the def2-TZVPD basis

The geometry in XYZ format:
```
111
Properties=species:S:1:pos:R:3:forces:R:3:mulliken_spin:R:1
Y 0.508 0.500 -0.485 0.0202 0.0570 -0.6182 -0.007
O 1.750 -5.503 -1.904 -0.0010 0.0197 -0.0180 -0.008
C 1.732 -4.306 -1.741 -0.0863 -0.0172 0.0203 0.034
C 1.168 -3.253 -2.789 -0.0712 -0.1129 -0.0034 -0.010
O 0.858 -3.556 -3.921 0.0146 0.0386 -0.0260 0.192
C 1.079 -1.993 -2.073 0.1598 0.1013 0.0086 0.332
C 1.627 -2.215 -0.748 -0.0254 0.0347 -0.1064 0.013
O 1.595 -1.324 0.170 -0.2057 0.1658 -0.0503 0.032
C 2.092 -3.506 -0.602 0.2171 0.0289 0.0165 0.188
O 2.183 -3.980 0.762 0.0307 -0.1365 0.1300 -0.017
O 0.564 -0.850 -2.358 -0.0523 0.1039 0.1459 0.217
O -1.097 0.566 1.169 0.2628 -0.0369 -0.1156 0.001
N -0.613 0.263 2.301 -0.2166 0.2031 0.1740 0.000
F -3.818 2.798 -5.895 -0.0253 -0.0350 0.0104 0.000
C -4.176 1.838 -5.026 -0.0021 -0.0008 -0.0096 0.000
F -5.389 2.172 -4.545 0.0178 0.0018 -0.0272 0.000
F -4.325 0.700 -5.717 -0.0071 0.0341 -0.0009 0.000
C -3.179 1.684 -3.908 0.0140 0.0125 -0.0007 -0.001
C -2.215 2.653 -3.681 0.0086 -0.0025 0.0228 0.001
C -1.338 2.466 -2.628 -0.0561 -0.0173 -0.0339 0.000
N -1.412 1.408 -1.820 0.2390 -0.2385 -0.0329 0.002
C -2.349 0.478 -2.043 0.0005 -0.0687 0.1279 -0.005
C -3.250 0.571 -3.087 -0.0294 0.0596 0.0570 -0.002
H -2.129 3.522 -4.316 -0.0071 -0.0074 -0.0041 0.000
H -0.540 3.171 -2.431 0.0062 0.0035 -0.0126 0.000
H -2.370 -0.372 -1.366 0.0088 -0.0178 -0.0189 0.002
H -3.977 -0.215 -3.239 -0.0073 0.0190 -0.0145 0.000
F 3.535 2.112 -0.712 0.0199 0.0155 0.0341 0.000
C 2.554 1.578 -1.532 -0.2949 0.0367 0.3037 0.001
F 3.270 0.969 -2.522 0.0306 -0.0629 -0.0560 0.001
F 2.030 2.722 -2.169 -0.0466 0.0733 -0.0649 0.000
C 9.338 -2.574 1.677 0.0283 -0.0159 -0.0025 0.000
C 7.978 -1.960 1.864 -0.0128 0.0132 0.0118 0.000
C 7.494 -1.657 3.131 0.0132 0.0210 -0.0094 0.000
C 6.243 -1.082 3.320 -0.0123 -0.0064 -0.0173 0.000
C 5.790 -0.786 4.725 -0.0167 -0.0182 0.0339 0.000
C 5.443 -0.813 2.197 -0.1066 -0.1693 0.0030 -0.001
Te 3.524 0.049 2.468 0.0215 0.0839 0.1327 0.000
N 0.165 1.127 2.862 0.0940 -0.1165 -0.0142 0.000
C 0.686 2.213 2.199 -0.0177 0.2780 0.0966 0.000
O 0.974 2.303 0.995 -0.0065 -0.5064 -0.0281 0.001
C 1.088 3.323 3.104 -0.0302 0.0241 -0.0739 0.000
C 2.186 4.101 2.751 -0.0412 0.1005 -0.0216 0.000
C 2.584 5.140 3.578 0.0014 -0.0202 -0.0266 0.000
C 1.871 5.414 4.737 0.0014 0.0043 0.0168 0.000
C 0.766 4.644 5.081 0.0055 -0.0006 0.0125 0.000
C 0.381 3.587 4.272 0.0637 -0.0472 0.0606 0.000
C 2.579 -1.574 3.470 -0.2475 0.0947 -0.0173 0.002
C 1.859 -1.314 4.648 -0.0125 -0.0110 -0.0525 0.001
C 1.800 0.020 5.347 0.0409 -0.0549 0.1033 0.000
C 1.095 -2.333 5.218 0.0394 0.0282 -0.0054 0.000
C 1.031 -3.609 4.694 0.0265 0.0061 -0.0231 0.000
C 0.162 -4.667 5.310 -0.0086 -0.0434 0.0196 0.000
C 1.782 -3.867 3.554 -0.0354 -0.0639 0.0625 0.001
C 2.511 -2.866 2.921 0.0981 0.0183 0.0370 -0.006
C 3.193 -3.262 1.649 -0.0454 -0.1265 -0.1041 0.028
C 5.904 -1.118 0.907 0.0280 0.0236 -0.0069 0.000
C 5.116 -0.880 -0.356 0.0260 0.0158 -0.0500 0.006
C 7.172 -1.681 0.772 -0.0048 -0.0289 -0.0163 0.000
H 9.849 -2.702 2.631 -0.0053 0.0017 -0.0007 0.000
H 9.967 -1.951 1.038 -0.0109 0.0055 0.0023 0.000
H 9.265 -3.554 1.201 -0.0117 0.0050 0.0010 0.000
H 8.111 -1.868 3.999 -0.0065 0.0005 -0.0049 0.000
H 6.615 -0.912 5.426 -0.0067 -0.0110 -0.0101 0.000
H 4.980 -1.454 5.030 -0.0002 0.0088 -0.0266 0.000
H 5.405 0.231 4.812 0.0167 0.0039 -0.0118 0.000
H 2.712 3.880 1.830 0.0026 -0.0110 0.0154 0.000
H 3.447 5.737 3.315 -0.0082 -0.0029 0.0066 0.000
H 2.180 6.229 5.380 -0.0065 -0.0011 -0.0044 0.000
H 0.212 4.862 5.985 0.0053 0.0000 -0.0074 0.000
H -0.458 2.958 4.539 0.0022 0.0125 -0.0130 0.000
H 2.541 0.724 4.980 0.0718 0.0243 -0.0099 0.000
H 1.953 -0.120 6.419 0.0000 0.0009 -0.0098 0.000
H 0.821 0.475 5.194 0.0349 -0.0281 -0.0204 0.000
H 0.524 -2.103 6.113 0.0051 -0.0003 -0.0080 0.000
H -0.032 -4.453 6.361 0.0006 0.0011 -0.0086 0.000
H 0.622 -5.653 5.240 0.0057 0.0070 -0.0097 0.000
H -0.800 -4.715 4.795 -0.0087 0.0031 -0.0140 0.000
H 1.788 -4.877 3.149 0.0067 0.0201 -0.0197 0.000
H 1.291 -3.904 1.173 -0.1506 0.1352 -0.0258 0.004
H 3.962 -4.015 1.799 0.0440 0.0207 -0.0566 -0.001
H 3.554 -2.438 1.047 -0.0229 0.0425 0.0867 -0.014
H 4.100 -0.539 -0.173 -0.0034 -0.0239 0.0248 -0.008
H 5.066 -1.795 -0.951 0.0156 0.0051 -0.0020 0.001
H 5.595 -0.118 -0.972 -0.0004 0.0028 0.0165 0.000
H 7.529 -1.913 -0.227 -0.0005 0.0000 0.0111 0.000
S -4.641 -2.619 0.708 0.0743 0.0411 0.0129 0.002
P -3.029 -3.594 0.121 -0.1645 -0.0673 -0.2523 0.001
S -1.252 -2.683 0.087 0.2704 0.0261 0.3502 0.018
C -2.875 -5.158 1.073 0.0094 -0.0221 0.0362 0.000
C -3.916 -6.081 0.997 -0.0352 -0.0190 -0.0216 0.000
C -3.844 -7.285 1.679 0.0003 0.0117 0.0038 0.000
C -2.729 -7.579 2.455 0.0061 0.0121 -0.0068 0.000
C -1.696 -6.660 2.546 0.0092 0.0058 -0.0013 0.000
C -1.771 -5.454 1.858 0.0003 0.0199 -0.0135 -0.001
C -3.274 -4.254 -1.578 0.0276 -0.0086 -0.0396 0.000
C -2.217 -4.899 -2.219 0.0166 0.0198 0.0054 -0.003
C -2.354 -5.358 -3.518 -0.0185 -0.0039 -0.0198 0.000
C -3.558 -5.179 -4.192 0.0078 0.0064 0.0195 0.000
C -4.616 -4.544 -3.559 -0.0046 -0.0043 0.0021 0.000
C -4.475 -4.083 -2.254 -0.0107 0.0000 0.0279 0.000
H -4.788 -5.849 0.397 0.0067 0.0096 0.0033 0.000
H -4.657 -7.997 1.604 0.0048 0.0063 -0.0023 0.000
H -2.667 -8.524 2.982 0.0040 0.0064 0.0014 0.000
H -0.823 -6.887 3.147 0.0047 0.0101 0.0173 0.000
H -0.974 -4.721 1.922 0.0158 -0.0079 0.0088 0.000
H -1.268 -5.012 -1.707 0.0002 -0.0087 -0.0002 0.000
H -1.512 -5.828 -4.009 -0.0056 0.0060 0.0109 0.000
H -3.663 -5.525 -5.213 -0.0001 0.0027 0.0050 0.000
H -5.554 -4.398 -4.082 0.0076 -0.0012 0.0040 0.000
H -5.287 -3.574 -1.748 -0.0009 -0.0002 -0.0103 0.000
```
Positions in Å, forces in eV/Å.

Multiplicity = 2
ΔE to the lowest compared entry with this formula, charge and spin = 0.962 eV
HOMO energy (alpha / beta) = -0.1682 / -0.1855 hartree
F_max = 0.62 eV Å⁻¹
Gap between HOMO and LUMO (alpha / beta) = 5.877 / 6.346 eV
Total energy = -125885.89610 eV
<S²> = 0.763
Total charge = -1